# C70H188ClN17O12

21 unconnected molecules or ions with the total composition C70H188ClN17O12 at a distorted geometry (ωB97M-V/def2-TZVPD, the OMol25 dataset).

XYZ file:
```
288
Properties=species:S:1:pos:R:3:mulliken_charge:R:1
H -6.55200 -2.71591 -2.65621 0.2964
C -6.73497 5.67288 -1.51370 -0.4591
C -0.90804 -3.11773 4.86414 -0.1204
H 1.34978 -6.12720 3.86242 0.6011
N 0.69496 0.67790 8.08140 0.2082
N 6.11372 -2.41853 -1.08264 0.6623
H 6.74287 -1.86807 -3.52285 -0.1735
H 5.39100 -0.93137 -1.94441 -0.0527
H -0.36781 -7.97171 3.77608 0.2187
H -1.34962 -3.73237 -0.46782 -0.1066
C 7.03145 -2.91138 -3.39511 -0.9748
H -1.35249 6.52842 -0.41263 -0.2434
C -0.01618 1.08920 5.66024 -1.1224
H 4.92933 -2.87939 4.91722 0.5499
H -6.97823 6.16983 1.15454 0.5787
H -1.30550 -3.22998 3.85541 -0.2242
H -2.61762 3.15208 -4.85899 0.4861
H 7.23743 -0.05098 -3.94921 0.1958
H -0.20801 -4.46690 0.19959 0.4608
H 1.91609 -5.40971 6.40278 0.2903
H -1.61854 3.27264 -7.71566 0.4499
H -3.59086 -6.02969 -0.73872 0.3332
H -4.25195 3.52292 -1.55994 -0.2743
H 5.96319 -4.23345 0.12209 0.3999
Cl 3.51853 -2.58848 -5.48516 1.7283
O -3.23450 -4.02613 1.59886 -1.2238
C 0.85772 4.25373 0.50542 -0.2188
H -6.83036 0.64773 -0.25108 0.5072
H -1.58940 5.00132 1.30449 -0.0473
C 5.95272 2.28086 -0.98185 -1.4830
H 0.40838 -4.46738 -3.19793 0.2564
H 9.17531 -2.17178 0.52837 0.4491
C -6.43285 0.44402 1.81710 -1.1324
C -0.28544 6.70841 -0.54341 -0.3199
H 8.03941 -3.52625 0.45286 0.2949
H 5.42530 2.66064 -0.10681 0.3291
H -2.49235 -5.34316 2.33553 -0.1754
H 0.42175 0.57154 -5.72132 -0.5059
H 1.40394 2.47636 7.41986 0.3518
H -6.64288 4.84597 -2.21786 0.2414
N 5.25813 -0.22993 4.96776 0.2690
H -3.39855 -2.65139 -2.40551 0.4752
H -0.61411 0.09457 -2.85149 -0.2509
H -3.95429 0.39291 -5.04021 0.0406
C 4.63751 -0.80230 3.79707 -0.0824
H -5.89125 -2.38068 3.07724 0.2761
C -5.03477 5.97502 1.95293 -0.9258
H -0.88966 -0.84378 9.78854 0.3047
H -4.36865 2.32841 -3.42238 0.4096
H 0.94857 3.51972 -7.94355 0.4340
H -1.83988 3.66928 3.50737 0.4361
H -2.40729 -2.13247 -7.16616 0.3287
H 1.43223 7.01645 0.57434 0.3368
N -0.81076 -3.67790 0.38469 0.4568
N -5.34211 0.21059 2.79242 0.3835
N 0.30395 -3.99720 -4.08569 0.2511
H -4.00387 6.27757 1.76906 0.2492
H -2.55894 0.99330 3.10511 -0.0818
C 4.00266 -3.19251 -0.11407 -0.8428
H 1.91195 -0.28051 1.48052 0.3588
H -2.47287 -0.86415 1.60452 -0.2390
C 5.57451 -3.22277 -0.00261 -1.3520
H -1.57707 -6.75348 5.64811 0.5333
H 2.58885 1.52046 8.30956 0.0699
C -1.61502 3.12191 -4.43239 -0.8999
H 3.70903 -0.27275 3.58352 0.2238
H 6.94831 -1.48779 4.92933 0.3676
H -0.40630 -4.10359 6.62022 0.5406
C 4.38779 -2.27148 4.19245 -0.9635
H -3.31667 -2.14318 1.67704 -0.2798
H 1.07859 -4.49845 3.51800 0.4213
H 6.10826 1.21050 -0.84677 0.0510
H 0.91700 -0.04765 -4.28673 -0.5116
H 0.00696 5.91888 -1.23569 0.1291
H 2.27907 -3.99349 5.60407 0.0319
H -5.66729 0.98312 -5.13467 0.5841
C -3.34199 1.23069 3.82523 -1.0294
H 3.22038 2.12438 -7.01447 0.5662
H 3.59714 -4.12751 0.27250 0.5226
N -0.09595 2.76909 -6.30360 1.3167
H -6.60618 6.68314 -1.90217 0.3671
O -1.24987 -5.24155 -5.96850 -0.9633
H 3.52665 -2.59206 0.66116 0.0272
H -7.00659 -0.38586 4.08299 0.3775
C 2.18180 -5.06072 5.40493 -0.8997
H -4.30572 5.74802 -1.93265 0.4163
H 6.35581 2.09433 6.62010 0.4042
C -6.43498 -1.37220 -6.49012 -1.5133
H -8.09206 -1.91260 -2.39191 0.4615
H -3.10171 2.13811 4.37925 0.5574
H -5.71100 1.52212 -2.73017 0.4373
C 6.33701 -3.42592 -2.15467 -0.8699
C -4.25940 -4.35186 0.62392 -0.2756
C -6.72076 -0.85224 -3.40789 -0.2083
H -2.79571 -6.83119 2.87496 0.4682
H 1.80184 1.04779 -7.12515 0.3635
H -0.04425 -4.45141 -4.91789 0.4752
C -0.07547 -1.43197 9.36516 -0.9354
C -4.79026 1.33309 -3.28208 -0.8781
H 2.00786 -0.90203 9.01716 0.3001
H -5.54120 -0.13809 4.98976 0.4026
N -3.12342 -1.80999 -2.89176 1.5834
H 6.98935 -4.25862 -1.89170 0.4359
H 5.87721 3.61571 -5.65637 0.3863
H -4.03299 -0.63095 2.14604 -0.0183
O 4.43774 -3.68809 -5.76715 -0.7019
H -1.20168 5.90000 2.74806 0.5244
O 1.83904 0.60669 -2.89854 -1.6813
C 6.68955 -0.46162 5.19034 -0.7935
C -6.05811 0.92205 0.46759 -0.6109
H -3.26647 0.35930 4.47568 0.3781
H 0.00577 2.85651 9.35215 0.3853
O 4.08216 -1.25621 -5.60830 -0.6069
H -6.19935 -2.04746 -7.31269 0.4942
C -0.85695 5.08866 2.10697 -0.0243
H -4.18085 3.62032 0.14471 -0.5258
H -5.22692 4.93604 2.22070 0.0431
C 1.07300 -0.35441 9.13652 -0.4384
H 0.90005 -1.04058 -5.62726 0.2597
H -1.96834 1.91340 -6.69720 -0.2809
H -0.71661 4.72103 -5.63899 0.4107
H 0.44751 2.05650 5.46681 0.1824
N -5.74938 5.36576 -0.39117 0.6402
H 4.27023 -0.96244 -3.13982 -0.1572
C -8.23433 5.57404 -1.00363 -1.3310
H -6.98369 -0.47471 1.61560 0.4874
H 7.76054 -1.10890 -1.39006 0.0669
H 0.12568 -2.82222 4.68470 -0.2081
C -3.94017 -5.00113 -0.82901 -1.1322
H 0.22077 -2.20142 10.07810 0.4076
N -2.05286 -6.16233 2.73038 0.1286
H 1.75042 4.06925 -6.63959 0.4098
H -1.97296 -4.52918 6.03889 0.4076
H 6.99056 -1.07527 0.16173 0.3154
H -8.84538 5.25505 -1.84800 0.4280
H 0.28305 -0.81004 6.61200 -0.0808
H -7.77509 -2.64884 -3.98735 0.2705
H 7.38497 1.37106 4.44826 0.2847
H -2.67468 -1.90175 -3.79193 -0.1476
H -0.38915 -3.27531 -4.22201 -0.3794
H -4.90651 -5.09886 -1.32371 0.3375
H 5.24013 -0.73260 2.89148 -0.0054
H -1.85869 3.80497 -3.61866 0.4114
H 5.41535 -3.92119 -2.46020 0.5036
H 0.78482 3.31272 1.05065 0.3835
C 7.64602 0.81857 -4.46402 -1.1837
O -2.94309 -4.27991 -1.63766 -0.8222
H -0.79554 -2.33801 -6.90207 0.4158
H 7.41991 2.75716 -4.39189 0.0749
C -1.92851 -4.19292 -6.67553 -0.7470
H -0.96683 1.31319 6.14417 0.3803
O 3.05339 0.74360 -0.21445 -0.7167
H 8.71600 0.67084 -4.31765 0.4472
C 5.29362 1.92433 6.44417 -1.6987
H 8.09713 -2.95882 -3.17114 0.2783
C -4.74700 1.50227 3.17809 -0.2825
C -5.95282 6.31788 0.81583 -0.8353
H 3.80657 1.37045 5.00906 0.4425
C 0.40433 6.68994 0.73220 -0.7526
H 0.94141 2.25376 10.54365 0.3373
H -0.08299 7.38712 1.41378 0.5014
H -2.99288 -4.34899 -6.49985 0.2152
H 1.05157 0.11521 10.11993 0.2975
H 7.74371 0.22808 3.28224 0.1465
H -3.74887 6.20903 -0.31135 0.1508
H 6.63066 -3.42123 -4.27120 0.3475
C -5.44737 -1.96818 3.98329 -0.8464
C 1.85623 0.35904 -0.42233 0.3755
H -5.43815 2.01008 3.85080 0.5569
H -1.94658 -4.36351 -7.75195 0.3766
H -0.32362 7.71225 -0.96644 0.4780
O -1.61402 -1.99296 -5.26198 -0.7076
H 2.98687 4.11594 0.55038 0.3431
H 0.05214 1.58735 -8.84218 0.3167
H -4.60400 2.15518 2.31707 -0.4127
H 4.16058 2.57464 -2.09318 0.0020
C 4.94030 3.64275 -5.09998 -1.4735
H 8.74993 0.26481 4.71429 0.4306
H 2.29881 3.64042 -0.96922 -0.1166
C 7.32134 -1.75124 -0.62677 -0.1128
H -1.57694 1.08782 -8.88128 0.5213
C 0.77879 0.15591 6.70838 0.0277
H -0.47106 -0.60336 -4.93268 -0.4086
H 0.07662 4.07366 -0.23320 -0.0396
H -0.43801 -8.81295 5.35375 0.4333
N 0.45305 5.38206 1.35865 -0.0525
H -3.57209 -0.90661 0.54934 -0.2549
H 7.39318 0.72856 -5.52046 0.3260
H 5.30773 3.84421 -2.32416 0.4663
C -3.84174 4.13320 -0.75533 1.0897
H -2.65754 -1.25116 -2.19121 -0.3931
H -1.33762 -6.40568 2.06007 0.4725
H 3.49520 -3.07633 -1.07171 0.0741
H 3.10746 -5.43996 4.97200 0.3699
H -5.59272 -2.71675 -4.99673 0.6116
H 1.16384 -3.62824 -4.46589 0.1957
C 1.02852 -5.20495 4.34652 -1.0994
O 2.42239 -2.60631 -6.43685 -0.7834
C 2.24556 4.40531 -0.19449 -0.8864
H -5.89958 7.39072 0.63070 0.3605
H -3.98508 0.97995 -2.63782 -0.0241
H 6.92878 2.74641 -0.84520 0.5336
H -0.38547 -2.01807 8.50001 -0.0056
H -5.75240 1.96336 0.36593 0.0724
C 4.82357 2.16845 -4.66694 -0.2663
C 4.88177 1.24096 5.13266 -0.4064
H -1.64787 -5.83658 3.59639 0.2726
C -0.22337 -0.49939 0.58549 -0.1284
H -7.45381 -1.60104 -6.17751 0.2711
C -4.37881 5.51678 -0.86997 -1.2902
H -5.69850 -2.42309 4.94146 0.5163
O 2.91157 -2.69875 -4.16688 -0.7649
H -5.05142 -4.95127 1.07282 0.4770
C 5.21831 2.75872 -2.28141 -0.1921
H 3.41612 -2.09585 4.65410 -0.0468
C 7.71941 0.33686 4.36652 -1.0635
H -1.46934 -2.34527 5.38983 0.5347
C -0.90814 -0.20412 -0.76442 0.7891
H 6.88924 -0.39262 6.25967 0.4726
H 4.04974 -0.25401 -1.50653 -0.4310
H 1.06564 -8.05841 4.85374 0.3372
C 1.20420 0.43635 -1.77930 1.3896
H -0.21355 -6.62536 6.58571 0.6148
O -0.82484 -1.12850 1.47583 -0.9557
C -0.49679 3.72579 -5.25265 -1.4042
C 1.16601 3.19488 -6.92605 -1.5098
H 4.15903 -2.88406 3.32037 0.2667
C 1.05810 2.63403 9.52882 -1.4184
C -7.32962 -2.12578 -3.14114 -1.5525
H -5.15162 0.45910 0.07765 -0.0150
N 5.61140 1.90426 -3.44746 0.3437
H 3.83567 2.15829 -4.20643 -0.4649
H -4.36417 -2.05746 3.90082 -0.0803
H -1.42392 2.10959 -4.07630 0.1344
H -0.05385 3.69267 3.61944 0.3594
H -6.39978 -0.51223 -2.42328 -0.1266
C 8.45957 -2.69168 -0.10844 -1.4675
H 4.83645 2.91378 6.43595 0.4246
C -0.90983 3.78635 2.95114 -0.8459
H 7.72814 2.10172 -2.81859 0.4269
H -7.10445 1.13772 2.32289 0.4302
H -0.51327 0.33505 -7.60691 0.2090
H -1.63797 -3.74514 0.96028 0.2227
H 5.06664 1.32647 7.32687 0.3281
H -3.96311 -1.32983 -3.18239 -0.1605
N -3.43699 -1.15282 1.51951 2.9865
C -0.49629 -6.66984 5.53395 -0.5966
N 4.59521 -0.44690 -2.33439 3.1573
H -8.34258 4.67432 -0.39792 0.2906
H -7.37589 -0.06882 -3.78887 0.3653
H -8.54149 6.50313 -0.52348 0.3302
H -6.41754 -0.33752 -6.83252 0.2604
C 1.25259 -0.21422 0.62773 -1.6772
H -4.41400 -1.60192 -5.75365 -0.2805
C 7.07524 2.00180 -3.68568 -0.4797
H 0.34993 3.99716 -4.62216 0.4629
C -1.16648 2.39195 -7.25944 -0.1192
C -1.74654 -2.69006 -6.50238 -0.9358
H -5.40290 6.61586 2.75413 0.4926
C -0.74410 1.22547 -8.19169 -1.2053
H -0.86589 2.86114 2.37655 -0.2655
C -4.90415 0.50816 -4.51812 -0.7035
H 1.83430 0.14540 6.43657 0.1909
H 5.69962 -2.71894 0.95583 0.6836
O -2.15626 -0.30543 -0.82063 -0.8834
H 2.23625 1.74733 -5.66997 0.0614
H 9.14024 -3.07478 -0.86872 0.3095
C -0.07169 0.08769 -1.91762 -0.4578
H 4.86534 4.37591 -4.29688 0.1843
C 2.17637 1.99225 -6.73041 -0.5227
H 2.56703 5.36718 -0.59395 0.4094
C -0.01957 -7.96668 4.80894 -1.3358
H 4.97074 1.40228 -5.42813 0.7464
H 5.21219 1.81733 4.26852 0.4979
H -0.26126 0.53142 4.75641 0.3120
H 4.81034 0.47794 -2.67862 -0.3456
C 1.54115 1.81957 8.27887 -0.1228
H 4.26790 3.92721 -5.90933 0.3953
C -5.92055 -0.45124 4.01707 -0.8440
N -0.34447 -5.41402 4.86463 0.1851
H -2.75817 4.02567 -0.80441 -0.0847
H 1.45726 3.64755 9.56829 0.3818
H -4.70388 -3.37316 0.44311 0.0602
C -5.44008 -1.71748 -5.40447 -0.2197
N 0.45394 -0.26577 -5.15742 2.7492
H -0.34134 -2.78392 0.40798 -0.2185
C -0.94704 -4.36329 5.71014 -1.0694
N -5.44487 -0.80723 -4.24008 0.9138
```

Properties
E_HOMO   -0.17636 hartree
Energy   -5072.91404 hartree
2S+1   1
Frontier orbital gap   4.241 eV